[1]
{"formula": "C21H18CoIN6O9S2", "method": "wB97M-V/def2-TZVPD", "species": ["I", "Co", "S", "S", "O", "O", "O", "O", "O", "O", "O", "O", "O", "N", "N", "N", "N", "N", "N", "C", "C", "C", "C", "C", "C", "C", "C", "C", "C", "C", "C", "C", "C", "C", "C", "C", "C", "C", "C", "C", "H", "H", "H", "H", "H", "H", "H", "H", "H", "H", "H", "H", "H", "H", "H", "H", "H", "H"], "positions_angstrom": [[-2.115742, -2.680967, -4.591891], [0.740869, -0.053592, -1.401659], [2.988845, -0.210049, -1.710548], [3.378955, -3.271716, -1.137586], [1.251914, 3.730514, -2.365551], [-3.608314, 0.861431, 3.512947], [0.332354, 0.346596, 2.908243], [3.493462, 5.441695, 3.148722], [3.438442, 6.189981, 1.130517], [0.519661, 1.674386, -2.069297], [0.407666, -0.911855, -3.132080], [0.995077, 0.523949, 0.337094], [2.181464, 0.756878, 3.929620], [-2.599656, 0.237592, 1.009239], [1.374385, 0.965870, 3.047372], [1.262932, -1.848321, -0.841961], [3.225509, 5.334304, 1.966187], [-0.381583, 0.752366, -4.468844], [-1.197990, -0.167322, -0.966115], [-0.446748, -3.569075, -0.318150], [1.892269, -4.071429, -0.686638], [-3.044255, 1.891359, 2.722219], [1.135428, 2.754361, -1.653013], [-0.106923, -0.508395, -4.194542], [1.407269, 1.698416, 0.664526], [0.388434, -5.833014, -0.143705], [2.588998, 4.095794, 1.525836], [1.674438, -5.421299, -0.443040], [2.525637, -1.766784, -1.166557], [-2.984164, -0.846917, 1.923686], [-0.429890, -1.545683, -5.231821], [0.846114, -3.144448, -0.606369], [-3.192229, 1.561254, 1.248058], [2.218385, 3.944294, 0.201764], [2.331846, 3.106201, 2.456580], [-0.663014, -4.914716, -0.091041], [-1.861475, 0.014523, -0.033300], [1.715009, 1.956430, 2.028819], [1.625778, 2.774125, -0.235609], [-2.879726, -0.344324, 3.354254], [2.372539, 4.742798, -0.509874], [-4.009925, -1.152976, 1.700474], [-0.780977, 1.007015, -5.354156], [0.398683, -2.240580, -5.318911], [0.194630, -6.880700, 0.041907], [-0.140535, 1.455993, -3.755513], [-1.829792, -0.190529, 3.619476], [-1.983787, 2.019052, 2.968692], [-1.663330, -5.265016, 0.127076], [-1.255232, -2.852062, -0.302223], [2.486656, -6.133793, -0.495574], [2.596458, 3.233832, 3.495762], [-3.319843, -1.073651, 4.032306], [-2.675239, 2.291217, 0.627045], [-2.311433, -1.688980, 1.767355], [-3.581888, 2.808635, 2.956007], [-4.249450, 1.534440, 0.971022], [-0.676969, -1.117110, -6.197237]], "forces_ev_per_angstrom": [[-0.01, 0.00, 0.00], [0.05, 0.03, 0.16], [0.00, 0.00, 0.00], [0.00, 0.00, 0.09], [-0.02, 0.04, 0.03], [-0.01, 0.02, 0.00], [-0.14, 0.27, 0.22], [0.03, -0.01, 0.01], [0.03, -0.01, -0.01], [-0.07, -0.03, -0.11], [-0.11, 0.17, -0.23], [-0.07, 0.01, -0.01], [-0.11, 0.24, 0.21], [-0.04, -0.02, -0.05], [0.41, -0.71, -0.55], [0.01, -0.04, -0.16], [-0.09, 0.04, 0.00], [0.10, 0.21, 0.29], [-0.12, -0.09, -0.12], [0.00, -0.01, -0.01], [-0.02, -0.01, 0.01], [0.00, -0.01, 0.00], [0.02, -0.12, -0.12], [0.11, -0.25, 0.18], [0.02, -0.04, -0.05], [-0.01, 0.00, 0.00], [0.04, -0.01, -0.02], [0.01, 0.01, -0.01], [0.03, 0.01, -0.10], [0.01, 0.00, 0.02], [0.01, 0.00, -0.03], [0.00, 0.03, 0.07], [0.01, 0.00, 0.00], [0.00, 0.01, 0.02], [-0.04, -0.02, 0.01], [0.00, 0.00, 0.00], [0.10, 0.09, 0.10], [-0.11, 0.24, 0.18], [-0.02, 0.02, 0.02], [0.02, -0.02, 0.01], [0.00, 0.00, 0.00], [0.00, 0.01, 0.00], [0.00, 0.03, 0.03], [-0.01, 0.00, 0.01], [0.00, 0.00, 0.00], [-0.01, -0.08, -0.10], [-0.02, -0.01, -0.01], [0.00, 0.00, 0.00], [0.00, 0.00, 0.00], [-0.01, 0.01, 0.01], [0.00, 0.00, 0.00], [0.00, 0.01, 0.00], [0.00, 0.00, 0.00], [0.00, 0.00, 0.00], [0.00, -0.01, -0.01], [0.00, 0.00, 0.00], [0.00, 0.00, 0.01], [0.01, 0.00, -0.01]], "e_homo_ev": -8.5, "de_lowest_ev": 0.000, "multiplicity": 1, "orbital_gap_ev": 7.9, "total_charge": 0}

***

[2]
{"formula": "C2H7N4", "method": "wB97M-V/def2-TZVPD", "species": ["N", "N", "N", "N", "C", "C", "H", "H", "H", "H", "H", "H", "H"], "positions_angstrom": [[0.030388, -1.285459, 0.323309], [1.880506, 0.575930, 1.307570], [-0.790966, -0.863910, -0.805188], [0.095418, 1.183541, -0.048989], [0.776555, 0.420958, 0.627173], [-0.870038, 0.672527, -0.864488], [-0.694661, 0.952597, -2.013484], [1.948952, 1.444193, 1.672165], [-0.715706, -1.447065, 1.090593], [2.168542, -0.183534, 1.792792], [-1.703854, -1.269846, -0.742237], [-0.284585, -1.190638, -1.680628], [-1.840550, 0.990705, -0.658587]], "forces_ev_per_angstrom": [[-0.50, 1.84, 1.45], [-1.25, -1.34, -2.11], [2.39, -0.30, -0.57], [0.50, 1.03, 0.18], [-2.20, -2.71, -1.63], [0.56, 0.45, -4.07], [-0.23, -0.55, 2.43], [0.87, 3.36, 1.60], [1.79, 0.51, -1.09], [1.43, -2.52, 2.01], [-0.66, -0.42, -0.19], [-0.97, 0.23, 1.32], [-1.73, 0.41, 0.67]], "e_homo_ev": -14.5, "de_lowest_ev": 3.829, "multiplicity": 1, "orbital_gap_ev": 10.9, "total_charge": 1}

***

[3]
{"formula": "C20H28ClIrN8", "method": "wB97M-V/def2-TZVPD", "species": ["Ir", "Cl", "N", "N", "N", "N", "N", "N", "N", "N", "C", "C", "C", "C", "C", "C", "C", "C", "C", "C", "C", "C", "C", "C", "C", "C", "C", "C", "C", "C", "H", "H", "H", "H", "H", "H", "H", "H", "H", "H", "H", "H", "H", "H", "H", "H", "H", "H", "H", "H", "H", "H", "H", "H", "H", "H", "H", "H"], "positions_angstrom": [[-0.400940, -0.045717, 0.453809], [1.403338, -0.082716, 3.332177], [-0.017563, -4.370049, 0.521523], [3.545333, 0.006261, -2.414428], [-2.832644, -0.125405, 0.412230], [3.671891, 1.943341, -1.112987], [-0.291606, -2.245276, 0.082740], [1.973397, 0.302262, -0.609985], [-1.334769, 1.786880, -0.844035], [4.314834, -0.123305, -0.219081], [0.105472, 0.760597, 2.510359], [0.027081, -2.895676, -1.079200], [-4.944695, -0.977411, 1.136709], [-3.402189, 1.082418, 0.201350], [-3.082423, 3.436221, -0.298060], [3.835356, 1.430111, -2.465969], [4.620514, 1.299233, -0.215219], [0.205285, -4.224086, -0.813483], [-5.540318, 0.251669, 0.970276], [-4.761940, 1.340142, 0.531445], [-0.337063, -3.175300, 1.044051], [-3.578242, -1.114497, 0.862637], [-2.602019, 2.139622, -0.309281], [-4.405045, 3.693710, 0.074266], [2.320843, 1.748240, -0.649087], [4.503499, -0.669975, -1.555918], [2.191677, -0.231731, -1.982465], [2.978819, -0.363946, 0.260310], [-0.710613, -2.955282, 2.456022], [-5.245982, 2.665704, 0.438230], [-1.055612, -1.933099, 2.608912], [0.132876, -3.150276, 3.118450], [-0.788110, 0.681591, 3.134648], [4.856038, 1.600448, -2.814280], [1.498405, 0.256611, -2.674127], [2.882182, 0.020515, 1.279773], [5.520769, -0.484218, -1.906596], [-6.594208, 0.396597, 1.162148], [2.215494, 2.174278, 0.352933], [-0.806524, 2.633980, -1.043036], [0.460473, -5.041755, -1.457879], [1.640815, 2.255190, -1.337704], [2.784437, -1.438532, 0.265135], [-1.503794, -3.640557, 2.757342], [0.059093, -2.398446, -2.028061], [-5.508894, -1.831380, 1.478074], [-3.090663, -2.067136, 1.010597], [3.136648, 1.923623, -3.147248], [4.515245, 1.710370, 0.793335], [4.328516, -1.748409, -1.558042], [-6.279334, 2.860399, 0.686982], [5.644234, 1.463294, -0.555704], [-4.774467, 4.707905, 0.042677], [0.407314, 1.802757, 2.386285], [0.019591, -5.242324, 1.031063], [-1.455793, 1.255112, -1.708828], [2.006274, -1.308644, -1.972823], [-2.460294, 4.256064, -0.622963]], "forces_ev_per_angstrom": [[-0.74, 0.26, 0.75], [-0.03, -0.18, -0.22], [-0.18, 0.29, 0.22], [0.08, 0.14, 0.62], [1.20, -0.33, -0.19], [-0.15, 1.02, 0.16], [-0.23, 0.54, 0.70], [-0.16, 0.08, -0.05], [0.96, -0.91, 0.09], [-0.68, 0.59, -1.06], [-0.10, -0.08, -0.18], [0.32, -0.76, -0.47], [-0.07, 0.22, -0.10], [-0.26, 0.97, 0.02], [0.44, -0.87, -0.26], [0.22, 0.26, -0.03], [0.58, 0.62, 0.27], [0.06, 0.62, -0.61], [0.22, -0.26, -0.02], [0.55, 0.10, -0.14], [-0.05, 0.26, 0.13], [-0.23, -0.24, 0.09], [-1.33, 0.46, 0.53], [-0.67, -0.32, 0.30], [0.00, 0.32, 0.05], [1.37, -1.74, -0.66], [-0.56, -0.59, -0.16], [-0.49, -0.65, 0.74], [0.05, -0.14, 0.32], [0.27, 0.28, -0.12], [0.03, -0.06, 0.03], [0.04, 0.12, 0.05], [-0.07, 0.01, -0.33], [-0.11, -0.06, 0.01], [0.10, -0.06, 0.07], [0.04, -0.04, -0.15], [-0.13, 0.03, 0.08], [-0.05, -0.02, 0.11], [-0.06, -0.06, -0.10], [0.14, -0.22, -0.03], [-0.01, -0.15, -0.09], [0.00, -0.03, 0.12], [-0.02, 0.02, 0.00], [-0.07, 0.03, -0.04], [-0.01, 0.03, -0.16], [0.00, -0.06, 0.01], [0.07, -0.07, 0.01], [0.08, -0.03, 0.08], [-0.01, -0.12, -0.10], [-0.06, 0.13, 0.04], [-0.05, 0.04, 0.00], [-0.09, -0.04, 0.00], [-0.01, 0.04, 0.02], [-0.18, -0.04, -0.20], [-0.04, 0.03, 0.03], [-0.05, 0.38, -0.05], [-0.01, 0.13, -0.01], [0.13, 0.10, -0.13]], "e_homo_ev": [-16.7, -16.8], "de_lowest_ev": 0.194, "multiplicity": 6, "orbital_gap_ev": [8.5, 4.2], "s2": 8.77, "total_charge": 3}